(1)
68
Properties=species:S:1:pos:R:3:forces:R:3:mulliken_charge:R:1 method="wB97M-V/def2-TZVPD" spin_multiplicity=2 lumo_ha="0.0136 / 0.0071" gap_ha="0.2170 / 0.2695" e_homo_ha="-0.2035 / -0.2624" e_tot_ev=-51212.51049 relative_energy_kj_mol=72.6
Hg 0.562 0.189 -0.880 -0.19 -0.37 -0.08 0.836
C 2.551 -3.283 0.918 -0.07 0.04 -0.02 -0.795
O 1.235 -2.818 0.768 0.04 0.01 -0.08 -0.061
C 0.443 -3.046 1.904 -0.06 0.14 0.02 -0.583
C -0.919 -2.431 1.687 0.07 -0.06 -0.04 -0.608
O -0.874 -1.044 1.994 -0.07 0.00 -0.08 -0.149
C -2.093 -0.394 1.679 -0.09 0.11 -0.01 -0.698
C -1.956 1.096 1.909 -0.02 -0.17 0.02 -0.634
O -1.387 1.687 0.766 0.07 -0.04 -0.02 -0.024
C -1.087 3.056 0.935 0.03 -0.01 0.06 -0.642
H 2.570 -4.356 1.150 0.02 0.01 -0.02 0.325
H 3.078 -2.744 1.717 0.00 0.03 0.02 0.177
H 3.062 -3.108 -0.027 0.02 -0.02 0.03 0.240
H 0.909 -2.593 2.793 0.00 -0.06 0.05 0.157
H 0.337 -4.125 2.083 0.00 -0.01 0.02 0.509
H -1.655 -2.924 2.334 -0.03 0.01 0.02 0.307
H -1.203 -2.575 0.639 -0.03 0.01 0.01 0.289
H -2.895 -0.795 2.312 -0.01 -0.01 0.00 0.364
H -2.352 -0.565 0.628 -0.02 -0.04 0.02 0.319
H -1.325 1.267 2.792 -0.03 0.04 0.02 0.195
H -2.944 1.532 2.109 0.01 0.01 -0.01 0.495
H -1.987 3.628 1.190 -0.01 -0.01 -0.01 0.335
H -0.680 3.411 -0.009 0.00 0.01 0.00 0.091
H -0.341 3.202 1.727 -0.01 -0.02 0.00 0.200
C 3.700 -0.167 4.342 -0.02 -0.01 -0.01 -1.067
N 2.784 0.679 3.586 0.03 0.06 0.00 0.027
C 1.493 0.801 4.239 0.07 -0.06 0.02 -0.838
C 2.722 0.477 2.194 0.04 -0.09 -0.01 0.064
N 1.691 0.169 1.533 -0.13 0.17 -0.38 0.433
N 3.966 0.657 1.585 -0.07 -0.09 0.05 -0.084
C 4.229 0.924 0.240 -0.03 -0.02 -0.29 0.160
N 5.593 0.841 -0.020 0.09 0.06 0.23 -0.498
N 3.337 1.266 -0.594 -0.11 -0.02 0.21 -0.368
H 3.891 0.286 5.315 0.00 0.00 0.00 0.352
H 4.654 -0.283 3.831 -0.02 0.00 0.03 0.380
H 3.281 -1.170 4.504 0.01 0.00 -0.01 0.282
H 1.650 1.206 5.238 0.00 -0.01 0.02 0.382
H 0.969 -0.160 4.333 -0.02 0.01 -0.04 0.333
H 0.865 1.492 3.679 0.00 0.01 0.04 0.087
H 0.850 -0.010 2.071 0.17 -0.06 0.11 -0.285
H 4.710 0.912 2.208 0.02 0.16 0.04 0.322
H 6.128 0.194 0.535 -0.05 -0.09 -0.06 0.195
H 5.840 0.839 -0.993 0.04 0.03 -0.09 0.236
H 3.710 1.403 -1.527 0.06 -0.06 -0.01 0.120
C -2.253 -2.793 -5.313 0.04 -0.07 0.09 -0.947
Si -0.970 -3.454 -4.104 0.03 -0.04 -0.11 0.032
C 0.655 -3.694 -5.029 -0.08 0.06 0.11 -0.923
C -1.503 -5.109 -3.381 0.00 0.12 -0.05 -0.935
C -0.759 -2.243 -2.751 -0.17 -0.10 -0.04 -0.163
C -0.711 -1.443 -1.824 0.48 0.27 0.25 -0.460
H -2.447 -3.494 -6.130 0.03 0.01 0.04 0.292
H -1.901 -1.854 -5.748 0.00 -0.03 0.02 0.288
H -3.200 -2.588 -4.807 0.04 -0.02 0.00 0.290
H 0.543 -4.422 -5.836 -0.02 0.01 0.02 0.282
H 1.439 -4.050 -4.356 -0.04 0.01 -0.01 0.286
H 0.993 -2.751 -5.466 -0.02 -0.02 0.02 0.295
H -1.619 -5.871 -4.157 0.01 0.04 0.01 0.288
H -2.452 -5.017 -2.848 0.02 0.01 -0.02 0.302
H -0.754 -5.461 -2.668 -0.01 0.01 -0.02 0.280
C -0.641 4.234 -4.304 0.06 -0.18 0.13 -1.077
Te -0.003 2.591 -3.020 -0.23 0.37 -0.34 0.213
C -1.933 1.686 -3.177 -0.01 -0.05 0.06 -0.884
H -1.459 4.774 -3.830 0.03 -0.02 0.02 0.311
H -0.966 3.830 -5.261 0.03 0.00 0.02 0.295
H 0.199 4.908 -4.458 0.00 -0.04 0.02 0.303
H -2.183 1.548 -4.227 0.06 0.02 0.01 0.352
H -2.677 2.317 -2.695 0.06 0.01 0.00 0.316
H -1.894 0.715 -2.686 0.02 0.02 -0.03 0.083



(2)
67
Properties=species:S:1:pos:R:3:forces:R:3:mulliken_charge:R:1 method="wB97M-V/def2-TZVPD" spin_multiplicity=1 lumo_ha=0.0053 gap_ha=0.3535 e_homo_ha=-0.3482 e_tot_ev=-37632.92196 smiles="O=NOCN(CCCO)C(=O)O.CCOCC.CCOCC.CCOCC"
O -3.850 3.298 -6.398 0.36 -0.13 0.30 -0.370
N -4.668 2.850 -5.708 -0.48 0.14 -0.38 0.293
O -4.953 1.501 -6.085 0.13 -0.08 -0.38 -0.189
C -6.348 1.222 -5.891 -0.70 0.20 0.50 -0.688
N -6.703 0.542 -4.682 0.74 0.02 -0.10 0.208
C -6.207 -0.851 -4.596 -0.04 -0.15 -0.06 -0.645
C -5.361 -1.227 -3.390 0.28 -0.30 -0.16 -0.842
C -3.884 -0.855 -3.523 -0.16 -0.46 0.21 -0.302
O -3.341 -1.555 -4.642 -0.05 0.14 -0.06 -0.567
C -6.666 1.347 -3.504 -1.02 0.28 0.35 0.396
O -7.671 1.700 -2.952 0.50 -0.26 -0.19 -0.526
O -5.438 1.785 -3.067 0.09 -0.45 -0.27 -0.390
H -6.913 2.157 -5.946 0.15 0.03 0.07 0.459
H -6.673 0.609 -6.731 0.32 -0.03 -0.02 0.426
H -5.586 -1.056 -5.472 -0.03 0.11 0.00 0.470
H -7.054 -1.539 -4.667 -0.12 0.19 0.14 0.227
H -5.783 -0.898 -2.435 0.00 0.13 -0.05 0.374
H -5.366 -2.321 -3.333 -0.12 0.05 0.00 0.481
H -3.390 -1.232 -2.621 0.16 0.35 0.02 0.297
H -3.744 0.219 -3.629 0.11 0.01 0.02 0.315
H -2.824 -0.944 -5.173 -0.04 -0.03 0.01 0.339
H -5.157 1.256 -2.307 0.03 0.29 0.19 0.209
C -0.731 2.249 0.283 -0.08 -0.06 0.14 -1.168
C -1.812 2.109 -0.773 0.11 0.11 -0.07 -0.280
O -2.990 1.464 -0.315 -0.18 -0.19 -0.16 -0.413
C -3.671 2.091 0.759 -0.03 0.09 0.11 -0.393
C -4.142 3.502 0.454 0.04 0.00 -0.11 -0.998
H -0.458 1.271 0.681 0.05 0.00 -0.03 0.301
H 0.158 2.706 -0.151 0.01 -0.03 -0.03 0.408
H -1.053 2.873 1.118 0.01 0.06 -0.04 0.309
H -1.444 1.485 -1.589 -0.05 -0.04 0.00 0.327
H -2.055 3.084 -1.209 -0.02 0.01 0.04 0.304
H -3.053 2.077 1.663 0.03 0.03 -0.02 0.360
H -4.534 1.455 0.960 0.02 -0.05 -0.02 0.375
H -3.310 4.179 0.256 0.01 0.01 0.06 0.283
H -4.699 3.900 1.304 -0.02 -0.02 0.00 0.400
H -4.794 3.508 -0.421 -0.02 0.01 0.01 0.206
C 1.649 -2.307 1.674 0.03 0.09 0.06 -0.856
C 2.129 -1.867 0.301 0.00 -0.11 0.00 -0.367
O 2.481 -0.499 0.222 -0.08 0.10 -0.09 -0.415
C 3.524 -0.071 1.080 0.07 0.01 0.10 -0.383
C 4.846 -0.785 0.861 -0.02 -0.06 -0.09 -0.906
H 0.792 -1.708 1.988 -0.02 -0.01 -0.01 0.246
H 1.351 -3.355 1.647 -0.02 0.00 -0.02 0.392
H 2.426 -2.201 2.433 0.02 -0.05 -0.02 0.120
H 1.326 -1.998 -0.424 0.01 0.05 -0.02 0.372
H 2.961 -2.498 -0.033 0.02 0.00 0.04 0.314
H 3.214 -0.154 2.129 0.01 -0.04 0.00 0.287
H 3.644 0.993 0.873 -0.05 0.00 -0.04 0.351
H 4.774 -1.853 1.068 0.02 0.01 0.08 0.237
H 5.607 -0.374 1.525 -0.01 -0.01 0.02 0.302
H 5.177 -0.666 -0.171 0.00 0.02 0.00 0.312
C 9.149 -1.956 4.857 -0.07 -0.09 0.01 -1.056
C 8.085 -0.980 4.385 0.09 0.05 0.05 -0.350
O 6.836 -1.580 4.094 -0.07 0.02 -0.14 -0.368
C 6.200 -2.252 5.165 -0.02 -0.06 0.08 -0.332
C 5.889 -1.367 6.359 0.05 0.09 -0.04 -1.062
H 9.303 -2.740 4.114 0.02 0.01 -0.01 0.300
H 10.092 -1.432 5.014 0.01 0.01 -0.02 0.384
H 8.877 -2.437 5.797 0.02 0.05 0.03 0.266
H 8.404 -0.519 3.450 -0.05 -0.01 -0.02 0.313
H 7.962 -0.167 5.110 0.00 -0.03 0.03 0.321
H 6.789 -3.123 5.475 0.03 0.03 0.03 0.295
H 5.270 -2.637 4.745 0.01 0.01 -0.05 0.338
H 6.792 -0.965 6.819 0.01 -0.05 0.03 0.263
H 5.356 -1.940 7.119 -0.02 -0.01 -0.01 0.397
H 5.264 -0.525 6.057 -0.02 -0.01 0.00 0.286



(3)
70
Properties=species:S:1:pos:R:3:forces:R:3:mulliken_charge:R:1 method="wB97M-V/def2-TZVPD" spin_multiplicity=1 lumo_ha=-0.1687 gap_ha=0.1902 e_homo_ha=-0.3589 e_tot_ev=-51997.97302 total_charge=+1
C 3.491 -2.255 -1.025 1.02 0.15 -0.21 -0.836
C 2.739 -3.594 -1.193 0.42 1.78 0.03 0.589
O 1.618 -3.557 -1.499 -1.74 -0.70 -0.24 -0.424
O 3.323 -4.883 -0.967 1.92 0.02 1.22 -0.309
C 4.644 -4.935 -1.354 -0.93 0.44 0.16 0.510
O 4.929 -4.626 -2.452 1.08 0.17 -1.04 -0.419
C 5.809 -5.339 -0.409 -0.25 -0.81 -0.88 -0.545
N 5.383 -5.803 0.968 1.66 -0.35 -0.78 -0.295
S 4.977 -4.500 2.117 -3.89 2.63 5.06 1.131
C 6.373 -3.371 2.434 0.69 0.29 -0.40 -0.936
O 4.665 -5.158 3.361 1.77 -1.00 -1.21 -0.592
O 3.835 -3.724 1.719 1.46 -0.47 -2.11 -0.475
H 3.111 -1.556 -1.805 0.15 -0.78 0.51 0.352
H 3.290 -1.762 -0.049 -0.07 -0.76 -0.54 0.263
H 4.593 -2.308 -1.163 -0.66 -0.09 0.17 0.311
H 6.577 -4.531 -0.367 -0.87 -0.43 0.24 0.301
H 6.330 -6.204 -0.890 -0.50 0.63 0.35 0.383
H 4.654 -6.540 0.926 -0.23 0.66 0.17 0.422
H 6.210 -6.278 1.376 -0.39 0.11 0.10 0.447
H 5.905 -2.381 2.657 -0.15 -0.98 -0.35 0.351
H 6.872 -3.703 3.369 -0.21 -0.18 -0.85 0.381
H 7.059 -3.209 1.577 -0.34 -0.33 0.58 0.375
C -1.910 -4.095 -0.037 -0.06 -0.01 -0.25 -0.660
O -3.021 -3.768 -0.849 0.16 -0.07 0.37 -0.348
C -4.067 -3.097 -0.151 -0.38 0.16 -0.42 -0.794
C -4.156 -1.641 -0.583 0.36 -0.12 0.17 -0.219
N -3.014 -0.872 -0.096 -0.13 0.00 -0.14 -0.210
C -2.889 0.462 -0.690 0.23 -0.23 0.06 -0.176
C -2.665 0.548 -2.202 0.02 0.43 0.15 -0.750
O -1.402 0.055 -2.631 -0.24 -0.15 -0.05 -0.436
C -1.345 -1.347 -2.832 0.29 0.17 0.01 -0.370
H -1.259 -4.757 -0.608 -0.06 0.04 -0.06 0.202
H -1.338 -3.199 0.226 0.06 -0.05 0.19 0.263
H -2.222 -4.616 0.873 0.03 0.06 0.05 0.368
H -3.961 -3.187 0.935 0.18 0.05 -0.03 0.395
H -4.998 -3.596 -0.432 0.01 0.00 0.03 0.412
H -5.077 -1.203 -0.187 0.02 0.02 -0.01 0.373
H -4.213 -1.627 -1.678 -0.19 -0.08 -0.03 0.193
H -2.164 -1.383 -0.300 -0.08 -0.01 0.02 -0.014
H -2.039 0.940 -0.200 -0.09 0.12 -0.08 -0.010
H -3.776 1.047 -0.426 0.00 -0.02 -0.05 0.374
H -2.668 1.610 -2.463 0.04 -0.03 0.01 0.411
H -3.478 0.095 -2.779 0.05 -0.19 0.01 0.393
H -2.297 -1.757 -3.181 -0.01 0.00 0.11 0.284
H -1.027 -1.852 -1.916 -0.14 -0.20 -0.04 0.030
H -0.586 -1.548 -3.590 -0.03 0.08 -0.02 0.290
C -0.886 2.878 1.797 -0.05 0.00 -0.24 -0.965
O -1.990 3.216 0.977 0.17 0.00 0.40 -0.126
C -3.035 3.887 1.679 -0.38 0.16 -0.42 -0.900
C -3.120 5.348 1.260 0.36 -0.13 0.15 -0.204
N -1.977 6.111 1.754 -0.11 0.00 -0.15 -0.320
C -1.854 7.448 1.172 0.19 -0.15 0.08 -0.678
C -1.632 7.551 -0.341 0.06 0.42 0.15 -0.472
O -0.371 7.065 -0.777 -0.27 -0.15 -0.05 -0.445
C -0.313 5.666 -0.993 0.31 0.16 -0.01 -0.505
H -0.235 2.214 1.225 -0.07 0.02 -0.05 0.216
H -0.309 3.766 2.072 0.04 -0.05 0.18 0.391
H -1.209 2.352 2.700 0.03 0.05 0.04 0.395
H -2.932 3.786 2.763 0.17 0.05 -0.03 0.426
H -3.968 3.395 1.390 0.00 -0.01 0.04 0.363
H -4.041 5.783 1.659 0.02 0.02 -0.01 0.410
H -3.175 5.373 0.165 -0.20 -0.09 -0.04 0.157
H -1.127 5.601 1.547 -0.06 0.01 0.04 0.076
H -1.003 7.924 1.666 -0.05 0.08 -0.07 0.374
H -2.742 8.030 1.442 -0.02 -0.04 -0.07 0.392
H -1.636 8.616 -0.590 0.03 -0.03 0.00 0.351
H -2.446 7.104 -0.920 0.03 -0.18 0.02 0.347
H -1.265 5.259 -1.344 -0.02 0.00 0.11 0.266
H 0.008 5.153 -0.083 -0.14 -0.19 -0.03 0.121
H 0.445 5.475 -1.755 -0.03 0.09 -0.01 0.346



(4)
69
Properties=species:S:1:pos:R:3:forces:R:3:mulliken_charge:R:1 method="wB97M-V/def2-TZVPD" spin_multiplicity=5 lumo_ha="-0.0701 / -0.0709" gap_ha="0.2079 / 0.3517" e_homo_ha="-0.2780 / -0.4226" e_tot_ev=-58279.74439 total_charge=+1 relative_energy_kj_mol=819.0
Rh 0.000 0.000 0.000 -2.31 0.67 2.31 1.198
C 1.845 -0.462 1.825 3.00 -1.73 1.73 -0.504
O 1.549 -0.973 0.488 5.37 -0.60 3.46 -0.482
C 1.104 -2.240 0.529 -0.73 -4.03 -0.10 -0.389
C 0.128 -2.464 -0.655 3.04 -3.39 -0.19 -0.437
O -0.880 -1.581 -0.555 -5.04 -2.56 -3.17 -0.333
C -1.406 -1.215 -1.870 -0.91 -0.63 -1.68 -0.727
H 2.566 -1.138 2.338 -0.16 0.17 -0.64 0.390
H 0.904 -0.378 2.415 2.42 -1.55 -0.29 0.215
H 2.315 0.544 1.783 -0.42 -0.81 -0.46 0.261
H 0.537 -2.475 1.459 0.43 0.23 -0.24 0.199
H 1.959 -2.942 0.434 -0.54 0.00 0.12 0.427
H -0.272 -3.499 -0.607 0.42 0.31 -0.12 0.391
H 0.726 -2.344 -1.588 -0.55 0.03 0.38 0.421
H -1.711 -2.131 -2.425 0.36 0.39 0.43 0.333
H -0.635 -0.651 -2.442 -0.36 -0.52 0.43 0.485
H -2.308 -0.572 -1.783 1.59 -0.74 0.07 -0.003
C -4.995 4.120 -1.382 -0.14 -0.37 -0.18 -1.467
C -3.908 4.061 -0.320 -1.03 1.43 -0.06 0.852
C -3.268 5.428 -0.117 0.33 0.00 0.09 -1.375
O -2.904 3.158 -0.761 1.39 -2.31 0.73 -0.299
P -2.526 1.845 0.104 -2.06 0.72 -2.03 0.950
O -1.533 0.953 -0.573 -6.29 4.35 -0.38 -0.962
C -2.029 2.483 1.692 0.03 0.39 0.24 -0.642
P -0.941 1.456 2.639 -0.10 0.57 2.39 0.567
O 0.019 0.698 1.786 -3.68 5.23 4.58 -0.611
O -0.224 2.444 3.699 0.10 -1.56 -2.15 -0.420
C -0.936 3.085 4.747 -0.27 1.18 1.48 0.794
C -0.022 3.108 5.968 0.26 -0.31 0.01 -1.487
C -1.292 4.511 4.345 -0.12 0.06 -0.39 -1.346
O -1.875 0.517 3.565 0.32 1.22 -1.45 -0.400
C -1.372 -0.769 3.931 0.24 -1.47 1.07 1.461
C -0.168 -0.653 4.860 0.21 0.29 -0.10 -1.457
C -2.496 -1.525 4.627 -0.41 0.20 -0.18 -1.432
O -3.972 1.173 0.354 1.38 1.31 -0.25 -0.346
C -4.031 -0.213 0.664 -0.91 -1.39 0.17 1.780
C -4.438 -0.968 -0.592 0.01 0.08 -0.32 -1.312
C -5.059 -0.395 1.771 0.00 0.31 0.28 -1.776
H -5.791 4.815 -1.097 0.17 -0.10 0.02 0.394
H -5.435 3.128 -1.532 0.00 0.14 0.10 0.319
H -4.585 4.432 -2.348 0.05 0.06 0.24 0.339
H -4.346 3.725 0.625 0.03 -0.11 -0.04 0.218
H -2.789 5.779 -1.037 -0.19 -0.12 0.07 0.333
H -2.482 5.377 0.644 -0.09 0.07 0.02 0.274
H -4.006 6.170 0.201 0.07 -0.18 -0.05 0.408
H -2.902 2.777 2.281 0.00 -0.08 -0.08 0.589
H -1.460 3.394 1.479 0.10 -0.05 0.03 0.654
H -1.847 2.530 4.992 0.09 -0.09 -0.12 0.255
H 0.902 3.659 5.755 -0.23 0.02 -0.05 0.351
H 0.280 2.094 6.247 -0.12 0.10 0.01 0.302
H -0.515 3.573 6.827 0.01 -0.07 -0.21 0.409
H -0.410 5.052 3.987 -0.03 -0.13 0.19 0.329
H -1.728 5.062 5.185 0.10 -0.18 -0.11 0.464
H -2.020 4.522 3.530 -0.06 0.07 0.08 0.248
H -1.093 -1.313 3.021 0.01 0.11 -0.06 -0.477
H -0.427 -0.094 5.764 -0.10 -0.13 -0.09 0.319
H 0.657 -0.120 4.379 0.00 -0.08 0.13 0.383
H 0.198 -1.642 5.156 -0.14 0.13 -0.11 0.479
H -2.838 -0.986 5.517 0.19 -0.06 -0.09 0.355
H -2.174 -2.528 4.927 0.04 0.22 -0.10 0.387
H -3.361 -1.622 3.965 0.11 -0.06 0.03 0.274
H -3.057 -0.568 1.017 0.09 0.02 -0.04 -0.486
H -5.399 -0.606 -0.974 0.07 -0.04 0.26 0.392
H -4.519 -2.043 -0.403 0.04 0.14 0.01 0.374
H -3.705 -0.809 -1.391 -0.78 -0.19 0.42 0.266
H -6.040 -0.015 1.465 0.17 -0.13 -0.11 0.370
H -4.766 0.176 2.658 0.03 -0.14 -0.04 0.347
H -5.161 -1.448 2.050 0.05 0.14 -0.10 0.413
O 0.922 0.965 -0.954 5.45 5.58 -5.80 -0.801